Computed, not measured: a molecular structure, C11H15ClMnNO3PtS in a non-equilibrium geometry, with ωB97M-V with the def2-TZVPD basis set.

Its expectation value of S² is 20.268. The HOMO energy (spin up / spin down) is -7.3 / -10.0 eV. The spin multiplicity is 9. The calculation puts the orbital gap (spin up / spin down) at 6.06 / 6.27 eV.

CARTESIAN COORDINATES (ANGSTROEM)
Mn1 1.66 1.56 -3.43
Cl1 0.67 3.48 -2.83
C1 0.68 0.08 -4.40
C2 3.61 1.15 -3.32
H1 1.32 -0.37 -5.17
H2 0.28 -0.61 -3.62
H3 -0.10 0.73 -4.83
H4 3.93 0.68 -4.27
H5 3.79 0.55 -2.41
H6 3.90 2.20 -3.23
Pt1 1.29 -0.78 -0.22
C3 2.45 -0.58 1.41
C4 2.11 -2.02 -1.30
H7 3.38 -1.10 1.17
H8 2.58 0.44 1.77
H9 1.80 -1.16 2.08
H10 3.21 -1.98 -1.41
H11 1.62 -2.54 -2.15
O1 0.29 1.67 1.28
C5 -0.58 0.81 1.31
N1 -0.48 -0.31 0.51
S1 -1.69 -1.55 0.65
O2 -2.43 -1.61 -0.58
O3 -1.07 -2.72 1.21
C6 -2.48 -0.52 1.86
C7 -3.61 -0.88 2.60
C8 -4.08 -0.03 3.61
C9 -3.40 1.17 3.88
C10 -2.29 1.50 3.14
C11 -1.82 0.67 2.12
H12 -4.08 -1.84 2.39
H13 -4.95 -0.31 4.21
H14 -3.78 1.82 4.68
H15 -1.75 2.42 3.31

---

Computed, not measured: C6H8 in the gas phase in a non-equilibrium geometry, with ωB97M-V with the def2-TZVPD basis set.

For the energy relative to the best compared isomer or geometry (same formula, charge and spin), the calculation gives 2.755 eV. The HOMO energy is -9.5 eV. The calculation puts the orbital gap at 10.42 eV.

CARTESIAN COORDINATES (ANGSTROEM)
C1 -0.28 2.15 -2.06
C2 -0.16 1.47 -1.06
C3 -0.42 0.33 -0.22
C4 0.45 -0.97 -0.43
C5 0.75 -1.00 1.10
C6 -0.30 0.12 1.31
H1 0.25 2.79 -2.71
H2 -1.48 0.46 -0.48
H3 -0.13 -1.82 -0.78
H4 1.34 -0.87 -1.06
H5 0.55 -1.95 1.60
H6 1.76 -0.68 1.36
H7 -0.05 0.95 1.96
H8 -1.25 -0.31 1.62

---

Computed, not measured: a molecular structure, C28H28BrN7O4Rb, with ωB97M-V with the def2-TZVPD basis set.

For the energy relative to the best compared isomer or geometry (same formula, charge and spin), the calculation gives 0.265 eV. The HOMO energy is -3.4 eV. As for the charge: -1. The calculation puts the orbital gap at 5.40 eV.

CARTESIAN COORDINATES (ANGSTROEM)
Rb1 -0.02 0.19 0.11
O1 -1.25 -2.69 -3.53
C1 -0.79 -3.84 -2.98
C2 -0.46 -4.91 -3.81
C3 0.04 -6.08 -3.27
C4 0.20 -6.20 -1.90
C5 -0.14 -5.14 -1.07
C6 -0.64 -3.95 -1.59
C7 -1.03 -2.80 -0.72
O2 -1.34 -1.70 -1.33
N1 -1.00 -3.01 0.56
N2 -1.48 -1.98 1.35
C8 -0.73 -1.65 2.34
C9 0.62 -2.16 2.68
C10 0.80 -3.49 3.04
C11 2.04 -3.97 3.44
C12 3.12 -3.09 3.46
C13 2.97 -1.77 3.08
C14 1.72 -1.24 2.64
O3 1.59 -0.03 2.22
H1 -1.34 -2.09 -2.73
H2 -0.59 -4.78 -4.88
H3 0.30 -6.90 -3.93
H4 0.60 -7.12 -1.47
H5 -0.01 -5.20 0.00
H6 -1.12 -0.83 2.94
H7 -0.06 -4.15 3.00
H8 2.16 -5.01 3.72
H9 4.10 -3.45 3.77
H10 3.81 -1.09 3.09
Br1 -1.43 4.84 -1.46
C15 -1.64 3.29 -2.57
C16 -2.23 3.46 -3.81
C17 -2.37 2.32 -4.60
C18 -1.92 1.11 -4.10
C19 -1.34 1.07 -2.84
N3 -1.20 2.16 -2.07
H11 -2.56 4.43 -4.14
H12 -2.83 2.39 -5.58
H13 -2.01 0.19 -4.67
H14 -1.00 0.13 -2.44
C20 4.45 0.36 -4.70
N4 3.78 0.41 -3.42
C21 4.30 0.06 -2.20
C22 3.29 0.21 -1.29
N5 2.16 0.63 -1.94
C23 2.48 0.74 -3.20
H15 5.50 0.15 -4.54
H16 4.36 1.32 -5.22
H17 4.03 -0.43 -5.32
H18 5.33 -0.25 -2.09
H19 3.30 0.03 -0.23
H20 1.82 1.04 -3.99
N6 -1.79 2.16 1.65
C24 -1.90 2.92 2.52
N7 -1.98 3.80 3.52
C25 -2.71 5.03 3.23
C26 -2.41 6.03 4.33
O4 -2.73 5.51 5.60
C27 -1.97 4.34 5.87
C28 -2.25 3.26 4.85
H21 -3.79 4.84 3.19
H22 -2.39 5.41 2.26
H23 -3.01 6.93 4.20
H24 -1.35 6.30 4.30
H25 -2.25 4.01 6.87
H26 -0.90 4.59 5.86
H27 -3.29 2.93 4.93
H28 -1.60 2.40 5.02

---

Computed, not measured: a molecular structure, C9H26BrCuN4O3 in a non-equilibrium geometry, with ωB97M-V with the def2-TZVPD basis set.

For the energy relative to the best compared isomer or geometry (same formula, charge and spin), the calculation gives 9.128 eV. Its expectation value of S² is 0.753. The HOMO energy (spin up / spin down) is -11.3 / -11.3 eV. As for the charge: +1. The spin multiplicity is 2. The calculation puts the orbital gap (spin up / spin down) at 4.82 / 3.81 eV.

CARTESIAN COORDINATES (ANGSTROEM)
Cu1 5.81 -1.48 -0.54
Br1 3.27 0.97 -0.37
C1 4.68 -2.24 3.69
O1 5.30 -2.11 2.73
N1 4.75 -3.16 4.60
N2 3.79 -1.39 4.02
H1 5.45 -3.89 4.66
H2 4.39 -2.96 5.52
H3 3.39 -1.49 4.94
H4 3.76 -0.58 3.41
C2 -2.56 1.61 -3.98
C3 -1.04 1.85 -3.63
C4 -0.83 3.21 -3.01
O2 -0.47 4.25 -3.89
C5 -0.41 5.58 -3.32
N3 -0.74 0.75 -2.82
H5 -3.04 2.33 -4.64
H6 -3.21 1.49 -3.12
H7 -2.64 0.62 -4.43
H8 -0.49 1.67 -4.56
H9 0.05 3.21 -2.38
H10 -1.73 3.40 -2.43
H11 -0.13 6.35 -4.04
H12 0.33 5.69 -2.53
H13 -1.40 5.72 -2.90
H14 -1.38 0.78 -2.03
H15 0.17 1.02 -2.47
C6 -0.18 -3.06 2.53
C7 -0.99 -3.00 1.18
C8 -2.24 -1.97 1.20
O3 -1.81 -0.58 1.11
C9 -2.98 0.24 1.32
N4 -0.07 -2.63 0.13
H16 -0.63 -3.45 3.44
H17 0.19 -2.07 2.79
H18 0.79 -3.56 2.53
H19 -1.28 -3.98 0.80
H20 -2.73 -2.12 2.16
H21 -2.93 -2.30 0.42
H22 -3.57 -0.01 2.20
H23 -3.50 0.12 0.37
H24 -2.82 1.29 1.56
H25 -0.64 -2.38 -0.66
H26 0.30 -1.76 0.48

---

Computed, not measured: C7H6S3 in the gas phase in a non-equilibrium geometry, with ωB97M-V with the def2-TZVPD basis set.

Its expectation value of S² is 2.022. The HOMO energy (spin up / spin down) is -6.4 / -8.9 eV. The spin multiplicity is 3. The calculation puts the orbital gap (spin up / spin down) at 7.21 / 6.02 eV.

CARTESIAN COORDINATES (ANGSTROEM)
C1 -1.27 -2.05 0.23
C2 -2.47 -1.50 0.28
C3 -0.28 -1.08 0.06
C4 -0.77 0.18 -0.15
C5 1.14 -1.14 -0.06
C6 0.22 1.28 -0.37
C7 1.50 0.52 -0.56
S1 2.30 -2.25 0.01
S2 -2.48 0.22 0.10
S3 2.98 1.27 0.45
H1 -0.99 -3.04 0.49
H2 -3.46 -1.89 0.51
H3 -0.10 1.55 -1.44
H4 0.11 2.17 0.37
H5 1.95 0.64 -1.50
H6 3.34 -0.02 0.68

---

Computed, not measured: 2 unconnected molecules or ions with the total composition C6H16N2O in a non-equilibrium geometry, with ωB97M-V with the def2-TZVPD basis set.

For the energy relative to the best compared isomer or geometry (same formula, charge and spin), the calculation gives 0.000 eV. The HOMO energy is -8.6 eV. The calculation puts the orbital gap at 9.26 eV.

CARTESIAN COORDINATES (ANGSTROEM)
C1 1.72 -2.38 0.60
C2 0.76 -1.31 0.09
C3 -0.60 -1.92 -0.24
C4 0.56 -0.20 1.25
N1 1.30 -0.75 -1.13
H1 1.84 -3.16 -0.14
H2 1.35 -2.82 1.52
H3 2.71 -1.95 0.80
H4 -1.05 -2.36 0.65
H5 -0.48 -2.69 -0.99
H6 -1.26 -1.15 -0.64
H7 1.55 0.17 1.54
H8 0.10 -0.69 2.10
H9 -0.08 0.64 1.01
H10 2.15 -0.23 -0.94
H11 0.62 -0.13 -1.57
C5 -0.41 3.05 -0.44
C6 -1.24 1.85 -0.84
N2 -2.37 1.68 -0.12
O1 -0.98 1.14 -1.80
H12 0.58 2.98 -0.88
H13 -0.32 3.11 0.65
H14 -0.90 3.96 -0.80
H15 -2.59 2.25 0.68
H16 -2.99 0.92 -0.36

---

Energy (computed, eV): -77198.4551; -6348.0285; -118809.9893; -136527.2778; -39857.8686; -11510.0549